96
Properties=species:S:1:pos:R:3:forces:R:3:mulliken_charge:R:1 method="wB97M-V/def2-TZVPD" orbital_gap_ha="0.1727 / 0.1727" relative_energy_kj_mol=0.0 largest_force_ev_per_a=0.83 charge=-1 total_energy_ev=-71883.6935
Pd -0.1581 0.5252 -0.4753 0.0 0.5 0.7 -0.45
C -1.3063 0.5364 1.4242 0.1 -0.1 -0.1 -1.18
Si -0.5891 -0.9013 2.2230 -0.1 -0.2 0.0 0.40
C -0.1129 -2.3559 1.0608 -0.1 0.0 -0.1 -0.61
N 0.6511 -1.9317 -0.1114 0.1 -0.2 0.1 0.81
C 2.0849 -1.7625 0.1713 -0.1 -0.1 0.0 -0.44
C 2.9671 -2.4957 -0.8340 0.0 0.0 0.0 -0.02
C 2.5042 -3.9467 -0.9351 0.0 0.0 0.0 -0.89
C 1.0585 -4.0174 -1.4640 0.0 0.0 0.0 -0.73
C 0.3727 -2.6490 -1.3430 0.0 0.0 0.0 -0.14
C -1.7365 -1.8407 3.4527 0.1 0.1 0.1 0.36
C -1.6535 -1.6676 4.8379 0.0 0.0 0.0 -0.20
C -2.5556 -2.2636 5.7101 0.0 0.0 0.0 -0.69
C -3.5824 -3.0572 5.2171 0.0 0.0 0.0 -0.37
C -3.6944 -3.2428 3.8464 0.0 0.0 0.0 -0.65
C -2.7836 -2.6417 2.9868 0.0 0.0 0.0 0.01
C 0.9725 -0.5026 3.2242 0.0 0.0 0.0 0.21
C 1.5345 0.7750 3.2170 0.0 0.0 -0.1 -0.41
C 2.6900 1.0613 3.9333 0.0 0.0 0.0 -0.68
C 3.3124 0.0693 4.6783 0.0 0.0 0.0 -0.40
C 2.7747 -1.2108 4.6976 0.0 0.0 0.0 -0.85
C 1.6206 -1.4861 3.9757 0.0 0.0 0.0 0.21
H -1.0928 1.4776 1.9341 0.0 0.0 0.0 0.43
H -2.3794 0.4697 1.2268 0.0 0.0 -0.1 0.35
H -1.0531 -2.8020 0.7171 0.0 0.0 0.0 0.54
H 0.4131 -3.1498 1.6233 -0.1 0.0 0.0 0.12
H 2.2993 -2.1721 1.1665 0.0 0.0 0.0 0.16
H 2.3304 -0.7004 0.2128 0.0 0.1 0.0 -0.29
H 4.0063 -2.4360 -0.5007 0.0 0.0 0.0 0.53
H 2.9186 -2.0077 -1.8136 0.0 0.0 0.0 -0.30
H 2.5485 -4.3788 0.0696 0.0 0.0 0.0 0.28
H 3.1784 -4.5387 -1.5592 0.0 0.0 0.0 0.46
H 0.4938 -4.7795 -0.9209 0.0 0.0 0.0 0.31
H 1.0501 -4.3135 -2.5191 0.0 0.0 0.0 0.42
H -0.7118 -2.7500 -1.4284 0.0 0.0 0.0 0.17
H 0.6758 -2.0085 -2.1785 0.0 0.0 0.0 -0.36
H -0.8610 -1.0502 5.2478 0.0 0.0 0.0 0.33
H -2.4574 -2.1065 6.7785 0.0 0.0 0.0 0.38
H -4.2890 -3.5235 5.8936 0.0 0.0 0.0 0.35
H -4.4938 -3.8560 3.4451 0.0 0.0 0.0 0.39
H -2.9043 -2.7979 1.9198 0.0 0.0 0.0 -0.10
H 1.0692 1.5476 2.6148 0.0 0.0 0.0 0.26
H 3.1108 2.0595 3.9029 0.0 0.0 0.0 0.39
H 4.2152 0.2904 5.2355 0.0 0.0 0.0 0.36
H 3.2565 -1.9945 5.2713 0.0 0.0 0.0 0.38
H 1.2118 -2.4923 4.0023 0.0 0.0 0.0 0.43
C 4.4050 -1.8170 -5.2784 0.0 0.0 0.0 -1.13
C 3.4394 -0.7009 -5.6665 0.0 0.0 0.0 -0.77
C 2.4849 -0.3192 -4.5435 0.0 -0.1 0.0 -0.37
N 3.1977 0.3397 -3.4764 0.0 0.2 -0.1 0.46
C 2.5378 0.9147 -2.4208 0.2 0.0 0.3 -0.24
S 0.9102 1.0461 -2.2767 0.0 -0.1 -0.8 -0.55
N 3.3864 1.3993 -1.3932 -0.1 -0.2 0.0 0.30
C 4.7304 1.6631 -1.3595 0.0 0.1 0.0 0.10
O 5.3576 1.6169 -0.3145 0.0 0.1 0.0 -0.68
C 5.4167 2.1236 -2.6175 0.0 -0.1 0.0 0.16
C 4.7679 2.9001 -3.5737 0.0 0.0 0.0 0.18
C 5.4678 3.3656 -4.6759 0.0 0.0 0.0 -0.73
C 6.8097 3.0451 -4.8354 0.0 0.0 0.0 -0.37
C 7.4605 2.2780 -3.8791 0.0 0.0 0.0 -0.55
C 6.7673 1.8305 -2.7641 0.0 0.0 0.0 -0.49
H 5.0243 -2.1203 -6.1239 0.0 0.0 0.0 0.39
H 3.8591 -2.6952 -4.9262 0.0 0.0 0.0 0.25
H 5.0852 -1.5126 -4.4793 0.0 0.0 0.0 0.31
H 2.8456 -1.0151 -6.5282 0.0 0.0 0.0 0.41
H 3.9992 0.1879 -5.9720 0.0 0.0 0.0 0.29
H 1.9677 -1.2163 -4.1668 0.0 0.0 0.0 -0.07
H 1.7036 0.3534 -4.8995 0.0 0.0 0.0 0.45
H 4.1471 0.0457 -3.3186 0.0 0.0 0.0 0.16
H 2.9301 1.4039 -0.4893 0.0 0.0 0.0 0.15
H 3.7218 3.1465 -3.4464 0.0 0.0 0.0 0.43
H 4.9637 3.9767 -5.4139 0.0 0.0 0.0 0.41
H 7.3512 3.4016 -5.7032 0.0 0.0 0.0 0.38
H 8.5095 2.0374 -3.9969 0.0 0.0 0.0 0.40
H 7.2569 1.2534 -1.9907 0.0 0.0 0.0 0.46
C -4.2166 -1.7818 -0.6908 0.0 0.0 0.0 -1.26
N -4.0401 -1.9271 -2.1215 -0.1 0.1 0.0 0.23
C -4.6124 -3.1103 -2.7205 0.0 0.0 0.0 -0.59
C -4.6338 -2.9703 -4.2279 0.0 0.0 0.0 -0.68
C -3.2279 -2.6711 -4.7038 0.0 0.0 0.0 -0.57
N -2.7091 -1.5068 -4.0240 -0.1 0.1 0.0 0.26
C -1.5108 -0.9176 -4.5822 0.0 0.0 0.0 -1.28
C -3.0485 -1.1730 -2.7246 0.2 -0.2 0.1 0.54
O -2.5037 -0.2601 -2.1347 -0.1 0.1 -0.2 -0.61
H -5.2758 -1.6633 -0.4476 0.0 0.0 0.0 0.38
H -3.6635 -0.9106 -0.3501 0.0 0.0 0.0 0.23
H -3.8411 -2.6668 -0.1638 0.0 0.0 0.0 0.42
H -5.6253 -3.2374 -2.3284 0.0 0.0 0.0 0.32
H -4.0458 -4.0104 -2.4341 0.0 0.0 0.0 0.31
H -5.2897 -2.1404 -4.5017 0.0 0.0 0.0 0.30
H -5.0145 -3.8793 -4.6955 0.0 0.0 0.0 0.36
H -3.2177 -2.4717 -5.7792 0.0 0.0 0.0 0.32
H -2.5798 -3.5459 -4.5366 0.0 0.0 0.0 0.30
H -1.7085 -0.5455 -5.5920 0.0 0.0 0.0 0.40
H -0.7027 -1.6577 -4.6385 0.0 0.0 0.0 0.35
H -1.1791 -0.1009 -3.9474 0.0 0.0 0.0 0.26

***

30
Properties=species:S:1:pos:R:3:forces:R:3:mulliken_charge:R:1 method="wB97M-V/def2-TZVPD" orbital_gap_ha=0.2528 largest_force_ev_per_a=2.46 charge=-1 total_energy_ev=-28073.9762
C 2.5109 2.5540 -1.2481 -1.0 -0.3 0.2 -0.86
C 1.0826 1.7458 -0.9260 0.5 -0.2 0.2 0.10
Al -0.4041 3.1705 -1.3014 1.3 -1.2 0.1 0.21
S -2.3744 2.2674 -0.5796 -0.9 -1.5 -0.4 -0.47
H 3.0525 2.0282 -2.1426 -0.6 1.0 1.9 0.20
H 2.2784 3.6718 -1.5829 0.6 -2.3 0.8 0.22
H 3.1070 2.5648 -0.2419 -0.6 0.1 -2.2 0.19
H 1.0131 1.4152 0.2185 0.4 0.6 -2.3 -0.13
H 0.9657 0.7846 -1.5856 0.4 1.8 1.2 0.02
H 0.0645 4.4665 -0.4671 -0.3 0.1 0.3 -0.26
H -0.3851 3.5292 -2.8424 -0.1 0.1 -0.5 -0.27
H -2.5164 1.0254 -1.2777 0.5 1.8 0.8 0.02
C -0.9094 -3.0638 -1.3872 0.1 -0.2 0.1 -1.21
C -0.8764 -1.5526 -1.2906 -0.2 -0.1 -0.2 0.29
O -0.5312 -0.9935 -2.5495 -0.1 0.0 -0.4 -0.52
H 0.0645 -3.4504 -1.7048 -0.1 0.1 0.1 0.32
H -1.1697 -3.5106 -0.4235 0.0 0.0 -0.1 0.30
H -1.6401 -3.3883 -2.1352 -0.1 0.0 0.1 0.35
H -0.1297 -1.2320 -0.5582 -0.1 0.1 -0.2 0.04
H -1.8504 -1.1574 -0.9860 0.1 -0.1 0.3 0.15
H -1.2050 -1.2772 -3.1909 0.4 0.2 0.4 0.29
C 0.8752 -0.9650 3.2443 0.2 0.1 -0.1 -1.05
C -0.5805 -0.7496 2.8853 0.2 0.0 0.1 -0.08
O -1.2557 -1.9975 2.8281 -0.3 -0.5 0.2 -0.52
H 1.3619 -1.6112 2.5066 -0.1 0.2 0.0 0.25
H 1.4112 -0.0127 3.2881 0.0 -0.1 0.0 0.32
H 0.9650 -1.4651 4.2142 0.0 0.1 0.0 0.40
H -0.6662 -0.2697 1.9059 -0.1 -0.1 0.1 0.12
H -1.0775 -0.1149 3.6253 0.1 0.2 -0.1 0.27
H -1.1809 -2.4116 3.7049 0.0 0.2 -0.5 0.28